#a
Entry from the OMol25 dataset: the ion C2H7N2 with charge +1 (ωB97M-V/def2-TZVPD).

## Properties
LUMO energy   -4.06 eV
SMILES   C1NC[NH2+]1
Net charge   +1

Structure (XYZ):
```
11
Properties=species:S:1:pos:R:3:mulliken_charge:R:1
N 0.78 0.47 -0.13 -0.192
N -1.23 -0.54 -0.22 -0.411
C 0.41 -0.96 -0.03 -0.366
C -0.65 0.80 -0.06 -0.339
H 0.72 -1.69 -0.81 0.279
H 0.81 -1.41 0.91 0.301
H -0.84 1.30 0.93 0.292
H -1.86 -1.02 0.54 0.315
H -0.95 1.47 -0.84 0.318
H 1.40 0.72 0.69 0.392
H 1.41 0.86 -0.98 0.413
```

#b
Entry from the OMol25 dataset: the ion C2H7N2 with charge +1 (ωB97M-V/def2-TZVPD).

## Properties
LUMO energy   -9.14 eV
Net charge   +1

Structure (XYZ):
```
11
Properties=species:S:1:pos:R:3:mulliken_charge:R:1
N -0.42 -0.34 0.85 0.030
N 1.70 0.15 -0.30 -0.306
C 0.49 0.60 0.40 -0.305
C -1.48 -0.63 -0.12 -0.617
H 2.63 0.14 0.15 0.264
H 0.90 1.11 1.32 0.328
H 1.55 -0.40 -1.19 0.259
H -1.13 -1.19 -1.15 0.353
H -2.08 -1.26 0.50 0.275
H -0.16 1.49 -0.08 0.310
H -1.99 0.34 -0.38 0.411
```

Stability, descending: #a, #b

#a
Entry from the OMol25 dataset: a cluster of 2 separate species, C2H7N2 in total (ωB97M-V/def2-TZVPD).

## Properties
LUMO energy   -9.18 eV
Net charge   +1

Structure (XYZ):
```
11
Properties=species:S:1:pos:R:3:mulliken_charge:R:1
N -1.54 -0.99 -2.81 -0.466
N 1.32 0.57 2.53 -0.409
C 0.12 0.42 0.41 -0.173
C 1.24 0.43 1.08 0.109
H -2.41 -1.45 -2.61 0.223
H -1.20 -1.24 -3.71 0.217
H 1.73 1.49 2.70 0.326
H -0.87 0.24 0.83 0.352
H -1.02 -0.55 -2.08 0.137
H 0.37 0.68 2.91 0.296
H 2.27 0.40 0.75 0.389
```

#b
Entry from the OMol25 dataset: the ion C2H7N2 with charge +1 (ωB97M-V/def2-TZVPD).

## Properties
LUMO energy (alpha / beta)   -7.19 / -7.64 eV
SMILES   C[N+](C)=N
Net charge   +1

Structure (XYZ):
```
11
Properties=species:S:1:pos:R:3:mulliken_charge:R:1
N 0.21 0.01 -0.16 0.251
N 1.64 -0.10 -0.67 -0.213
C -0.72 -1.10 -0.12 -0.574
C 0.02 1.26 0.45 -0.703
H -1.63 -0.79 -0.73 0.284
H 0.85 1.99 -0.03 0.309
H -0.92 1.70 0.30 0.369
H -0.11 -1.97 -0.45 0.314
H 1.58 -1.06 -1.09 0.300
H -0.04 1.19 1.57 0.340
H -0.89 -1.13 0.94 0.324
```

Stability, descending: #b, #a

#a
Entry from the OMol25 dataset: a cluster of 2 separate species, C2H7N2 in total (ωB97M-V/def2-TZVPD).

## Properties
LUMO energy   -4.33 eV
Net charge   +1

Structure (XYZ):
```
11
Properties=species:S:1:pos:R:3:mulliken_charge:R:1
N 0.30 -0.40 -0.14 -0.191
N -2.01 -0.10 0.01 -0.324
C 1.67 0.07 -0.15 -0.755
C -0.79 0.32 -0.29 0.312
H 2.24 -0.84 -0.24 0.277
H -0.58 1.37 -0.64 0.288
H 1.78 0.86 -0.72 0.347
H -2.09 -1.07 0.31 0.248
H 0.34 -1.33 0.25 0.261
H 1.88 0.55 1.35 0.263
H -2.73 0.57 0.26 0.274
```

#b
Entry from the OMol25 dataset: the ion C2H7N2 with charge +1 (ωB97M-V/def2-TZVPD).

## Properties
LUMO energy   -8.62 eV
Net charge   +1

Structure (XYZ):
```
11
Properties=species:S:1:pos:R:3:mulliken_charge:R:1
N 0.46 -0.15 0.76 -0.078
N -1.57 0.28 -0.19 -0.309
C 1.52 0.39 0.00 -0.560
C -0.51 -0.79 0.05 -0.167
H -1.35 1.21 0.16 0.263
H 1.45 0.12 -1.06 0.335
H -0.32 -1.17 -0.96 0.270
H -2.50 -0.05 0.05 0.258
H -1.02 -1.54 0.67 0.337
H 2.52 0.22 0.41 0.313
H 1.32 1.48 0.11 0.338
```

#c
Entry from the OMol25 dataset: a structure of composition C2H7N2 (ωB97M-V/def2-TZVPD).

## Properties
LUMO energy   -3.87 eV
Net charge   +1

Structure (XYZ):
```
11
Properties=species:S:1:pos:R:3:mulliken_charge:R:1
N -0.87 -0.03 0.21 -0.127
N 1.15 -0.06 0.30 -0.416
C 0.15 -1.03 -0.04 -0.373
C 0.09 1.01 -0.10 -0.322
H 0.11 -1.14 -1.12 0.370
H -0.05 1.96 0.49 0.302
H 0.14 1.39 -1.08 0.312
H 0.02 -1.94 0.83 0.304
H -1.11 0.01 1.17 0.332
H -1.65 0.00 -0.49 0.348
H 2.02 -0.19 -0.18 0.270
```

Stability, descending: #a, #c, #b

#a
Entry from the OMol25 dataset: a cluster of 2 separate species, CHF2IO in total (ωB97M-V/def2-TZVPD).

## Properties
LUMO energy (alpha / beta)   -0.32 / -0.32 eV

Structure (XYZ):
```
6
Properties=species:S:1:pos:R:3:mulliken_charge:R:1
I 2.90 0.13 0.13 0.212
F -0.37 1.96 -0.54 -0.141
F 0.19 0.58 1.01 -0.172
O 1.58 0.44 -1.17 -0.639
C -0.21 0.71 -0.25 0.428
H -0.89 0.13 -0.81 0.312
```

#b
Entry from the OMol25 dataset: a structure of composition CHF2IO (ωB97M-V/def2-TZVPD).

## Properties
LUMO energy   -0.97 eV

Structure (XYZ):
```
6
Properties=species:S:1:pos:R:3:mulliken_charge:R:1
I 3.55 0.18 -0.11 0.330
F 0.91 -1.68 0.59 -0.449
F 0.95 -0.66 -1.45 -0.141
O 1.76 0.55 0.31 -0.421
C 0.82 -0.17 -0.24 0.469
H -0.25 0.08 0.06 0.212
```

Stability, descending: #b, #a

#a
Entry from the OMol25 dataset: a cluster of 2 separate species, C3H12N3O in total (ωB97M-V/def2-TZVPD).

## Properties
LUMO energy   -3.08 eV
Net charge   +1

Structure (XYZ):
```
19
Properties=species:S:1:pos:R:3:mulliken_charge:R:1
O 0.25 -1.90 0.84 -0.453
N 2.00 0.13 0.81 -0.357
N -1.66 -0.73 0.00 -0.317
N 0.10 0.39 -1.63 -0.590
C 0.34 1.45 -0.60 -0.861
C 0.87 0.81 0.66 -0.072
C -0.65 -0.82 1.09 -0.299
H -0.27 0.85 -2.44 0.255
H 0.84 -0.25 -1.81 0.202
H -2.48 -0.19 0.26 0.332
H 2.26 -0.51 1.51 0.253
H 0.97 2.11 -1.10 0.483
H -0.49 1.94 -0.37 0.414
H -2.19 -1.54 -0.21 0.363
H -1.26 -0.49 -1.00 0.338
H -0.21 -2.65 0.45 0.304
H -1.17 -0.63 2.01 0.386
H 0.75 1.30 1.59 0.425
H 2.42 -0.13 -0.05 0.193
```

#b
Entry from the OMol25 dataset: a cluster of 2 separate species, C3H12N3O in total (ωB97M-V/def2-TZVPD).

## Properties
LUMO energy   -2.75 eV
Net charge   +1

Structure (XYZ):
```
19
Properties=species:S:1:pos:R:3:mulliken_charge:R:1
O -1.47 0.28 0.41 -0.800
N -2.13 -1.10 -1.26 -0.375
N -1.96 -1.88 0.89 -0.404
N 1.02 1.21 0.40 -0.060
C 1.84 0.09 0.93 -0.896
C -1.82 -0.85 0.03 0.670
C 1.38 1.60 -1.00 -0.861
H 1.20 0.75 -1.64 0.340
H 0.01 0.91 0.41 0.312
H 1.54 -0.11 1.95 0.336
H -2.27 -0.30 -1.87 0.252
H 1.12 2.01 1.02 0.382
H 2.42 1.92 -1.03 0.383
H 0.75 2.42 -1.30 0.347
H -2.58 -1.94 -1.55 0.194
H -2.00 -2.83 0.55 0.213
H -1.61 -1.75 1.83 0.238
H 1.65 -0.79 0.33 0.333
H 2.89 0.36 0.89 0.396
```

Stability, descending: #b, #a

#a
Entry from the OMol25 dataset: a cluster of 2 separate species, C3H12N3O in total (ωB97M-V/def2-TZVPD).

## Properties
LUMO energy   -4.93 eV
Net charge   +1

Structure (XYZ):
```
19
Properties=species:S:1:pos:R:3:mulliken_charge:R:1
O -0.29 2.15 0.47 -0.555
N 0.53 0.89 -1.47 -0.582
N -0.09 -0.07 1.63 -0.289
N -2.02 -0.81 -0.33 -0.600
C 0.69 1.35 -0.11 -0.008
C 1.80 -0.95 0.36 -1.181
C 0.84 0.09 0.66 0.433
H 2.51 -1.16 1.17 0.359
H -0.59 2.87 -0.18 0.346
H -0.35 0.33 -1.52 0.298
H -0.27 -0.97 2.07 0.308
H 2.30 -0.73 -0.57 0.419
H 0.30 1.71 -2.04 0.320
H 1.20 -1.77 0.12 0.363
H -2.82 -1.17 -0.71 0.234
H 1.62 1.77 -0.08 0.472
H -2.16 -0.54 0.64 0.189
H -0.46 0.76 2.13 0.287
H -1.28 -1.55 -0.32 0.185
```

#b
Entry from the OMol25 dataset: the ion C3H12N3O with charge +1 (ωB97M-V/def2-TZVPD).

## Properties
LUMO energy   -2.96 eV
SMILES   C[NH2+]N(C)[C@@H](N)O
Net charge   +1

Structure (XYZ):
```
19
Properties=species:S:1:pos:R:3:mulliken_charge:R:1
O -2.00 0.51 0.75 -0.467
N 0.07 0.36 -0.35 -0.228
N -1.50 -1.43 -0.27 -0.725
N 0.68 -0.45 0.60 -0.084
C 2.08 -0.80 0.16 -0.824
C -1.54 -0.02 -0.36 0.447
C 0.25 1.79 -0.11 -0.949
H -2.66 -0.21 1.06 0.315
H 1.23 1.86 0.11 0.405
H -2.04 0.34 -1.51 0.269
H -0.45 2.07 0.77 0.313
H -0.03 2.17 -1.12 0.328
H -1.29 -1.87 -1.14 0.225
H 2.41 -1.76 0.47 0.378
H -2.34 -1.97 -0.07 0.241
H 1.96 -0.94 -0.96 0.335
H 2.77 0.06 0.44 0.296
H 0.73 -0.05 1.49 0.309
H 0.19 -1.32 0.80 0.415
```

Stability, descending: #a, #b

#a
Entry from the OMol25 dataset: a cluster of 2 separate species, C3H12N3O in total (ωB97M-V/def2-TZVPD).

## Properties
LUMO energy   -2.83 eV
Net charge   +1

Structure (XYZ):
```
19
Properties=species:S:1:pos:R:3:mulliken_charge:R:1
O 0.46 1.62 2.33 -0.675
N -1.69 0.52 0.55 -0.339
N 0.44 0.25 -0.24 -0.129
N -1.40 -0.06 -1.64 -0.389
C 1.38 -0.66 -0.90 -0.629
C 1.45 -2.04 -0.24 -0.983
C -0.87 0.20 -0.45 0.664
H 0.17 2.49 2.66 0.312
H -2.65 0.77 0.36 0.224
H 0.79 0.79 0.54 0.299
H -1.27 0.78 1.43 0.235
H 0.65 -2.65 -0.66 0.280
H 2.34 -0.15 -0.88 0.378
H 1.33 -2.01 0.84 0.306
H -0.89 -0.46 -2.42 0.250
H 1.13 -0.81 -1.95 0.277
H 1.18 1.40 2.94 0.304
H 2.40 -2.52 -0.47 0.374
H -2.36 -0.38 -1.62 0.240
```

#b
Entry from the OMol25 dataset: a structure of composition C3H12N3O (ωB97M-V/def2-TZVPD).

## Properties
LUMO energy   -2.97 eV
Net charge   +1

Structure (XYZ):
```
19
Properties=species:S:1:pos:R:3:mulliken_charge:R:1
O -2.03 0.53 0.69 -0.497
N -1.38 -1.55 -0.30 -0.530
N 0.90 -0.26 0.66 -0.206
N 0.07 0.43 -0.36 -0.128
C 2.16 -0.72 0.12 -0.828
C 0.20 1.84 -0.14 -1.086
C -1.30 -0.05 -0.36 0.179
H 1.95 -1.47 -0.72 0.303
H -0.35 2.15 0.75 0.401
H 1.21 1.94 -0.16 0.404
H -1.68 0.43 -1.66 0.295
H -1.18 -2.06 -1.11 0.212
H 2.82 -1.30 0.68 0.414
H 0.39 -1.13 0.95 0.429
H 2.65 0.09 -0.26 0.324
H -2.22 -1.82 0.09 0.198
H 0.84 0.27 1.51 0.393
H -2.92 0.30 0.59 0.333
H -0.14 2.39 -0.99 0.390
```

Stability, descending: #a, #b

#a
Entry from the OMol25 dataset: a cluster of 2 separate species, C4H5O3 in total (ωB97M-V/def2-TZVPD).

## Properties
LUMO energy (alpha / beta)   -6.42 / -6.42 eV
Net charge   +1

Structure (XYZ):
```
12
Properties=species:S:1:pos:R:3:mulliken_charge:R:1
O -0.42 0.49 1.06 -0.050
O 2.29 -1.56 1.65 -0.551
O 1.18 -1.41 -0.33 -0.221
C 0.05 0.76 -0.28 -0.549
C 0.25 -0.51 -1.07 -0.307
C 0.23 -0.40 1.63 -0.585
C 1.27 -1.17 0.88 1.285
H 0.96 1.29 -0.25 0.392
H 0.86 -0.44 -1.96 0.345
H -0.81 -0.94 -1.19 0.322
H -0.78 1.24 -0.74 0.362
H 2.01 -1.43 3.11 0.556
```

#b
Entry from the OMol25 dataset: the ion C4H5O3 with charge +1 (ωB97M-V/def2-TZVPD).

## Properties
LUMO energy   -5.53 eV
Net charge   +1

Structure (XYZ):
```
12
Properties=species:S:1:pos:R:3:mulliken_charge:R:1
O -0.66 -0.44 0.88 -0.249
O 1.27 -2.07 1.02 -0.112
O 0.68 1.24 0.10 -0.307
C 0.54 0.40 1.12 0.333
C -1.03 -0.21 -0.49 -0.230
C 0.13 0.62 -1.06 -0.429
C 0.95 -0.98 1.05 0.336
H -1.98 0.34 -0.46 0.317
H 0.88 -0.02 -1.54 0.320
H 0.58 0.88 2.11 0.401
H -1.18 -1.17 -1.00 0.289
H -0.18 1.41 -1.74 0.331
```

Stability, descending: #b, #a